Molecular formula: C40H45BBr2CaN11O3P2S
Method: DFT, the ωB97M-V functional and the def2-TZVPD basis

**Relative energy (zero: lowest compared OMol25 entry of this formula, charge and spin)**: 184.19 kJ/mol
**Net charge**: -1
**HOMO-LUMO gap**: 5.4 eV

Last column: Löwdin charge in e.
Positions of all 106 atoms, in Å:
Ca  -0.63578  0.09364  0.11057  1.05
Br  4.62918  0.23291  5.43852  0.72
C  3.41469  0.39420  3.97804  -0.66
C  3.75946  -0.11509  2.73776  -0.11
C  2.82225  0.04503  1.73059  -0.15
N  1.67631  0.69726  1.86909  0.14
C  1.37867  1.22596  3.05993  -0.20
C  2.21779  1.04432  4.16475  -0.05
C  0.12903  1.99583  3.13831  -0.21
C  -0.27903  2.63476  4.31196  -0.06
C  -1.43314  3.38322  4.27608  -0.67
Br  -1.97810  4.33523  5.83492  0.72
C  -2.18276  3.47451  3.11990  -0.09
C  -1.72302  2.76072  2.02263  -0.12
N  -0.60020  2.05133  2.02066  0.10
H  4.70537  -0.60603  2.56349  0.11
H  3.01050  -0.36962  0.74874  0.04
H  1.95263  1.41480  5.14260  0.10
H  0.29230  2.57074  5.22480  0.10
H  -3.08955  4.05821  3.06991  0.11
H  -2.30676  2.73342  1.11487  0.07
C  2.85731  1.56910  -1.78630  -0.27
P  2.07915  -0.12620  -1.79783  0.91
C  2.16085  -0.37821  -3.63171  -0.26
C  3.59495  -1.13374  -1.38914  -0.39
C  4.83315  -0.76582  -1.91896  -0.11
C  5.97494  -1.50772  -1.67838  -0.09
C  5.90882  -2.63437  -0.87649  -0.09
C  4.70130  -3.00127  -0.31117  -0.11
C  3.53212  -2.27713  -0.54740  -0.40
P  1.94000  -2.74647  0.27450  0.92
C  2.58094  -3.29939  1.93242  -0.27
C  1.77008  -4.42889  -0.47589  -0.28
H  3.60235  1.72735  -2.56845  0.03
H  3.29917  1.76309  -0.80679  0.04
H  2.04413  2.28052  -1.92846  0.00
H  3.18128  -0.24557  -3.99446  0.03
H  1.50464  0.34365  -4.12124  0.02
H  1.80958  -1.38176  -3.85747  0.02
H  4.90849  0.11796  -2.54180  0.09
H  6.91934  -1.20807  -2.11702  0.10
H  6.80258  -3.21466  -0.68029  0.10
H  4.67565  -3.86500  0.34296  0.09
H  3.31944  -4.10357  1.89289  0.03
H  1.70934  -3.64664  2.49077  0.03
H  2.99344  -2.44197  2.46653  0.01
H  2.70271  -4.99214  -0.41529  0.03
H  1.46613  -4.31404  -1.51426  0.02
H  0.98051  -4.96357  0.05531  0.04
N  -3.48028  -1.21032  -2.02107  0.13
C  -2.21736  -1.65600  -2.33355  -0.50
N  -1.99761  -2.47051  -3.36066  0.01
N  -0.67130  -2.61372  -3.38358  -0.10
N  -0.13870  -1.92395  -2.43116  -0.15
N  -1.08696  -1.28448  -1.72156  -0.13
C  -3.74604  -0.42730  -0.92340  -0.49
N  -4.94965  -0.37053  -0.36984  0.03
N  -4.83131  0.56115  0.58401  -0.08
N  -3.63160  1.03177  0.59746  -0.07
N  -2.89029  0.43216  -0.36459  -0.10
H  -4.24133  -1.79777  -2.31649  0.13
O  -0.40625  2.01861  -1.18049  -0.63
S  -1.09699  1.54070  -2.40788  0.98
C  -0.43081  2.61691  -3.71630  -0.35
C  -0.45895  2.17070  -5.02849  -0.09
C  0.09093  2.95730  -6.02968  -0.08
C  0.67064  4.17716  -5.71133  -0.09
C  0.69950  4.61469  -4.39307  -0.07
C  0.14853  3.83179  -3.39129  -0.08
C  -2.68844  2.40225  -2.47923  -0.37
C  -2.89322  3.52846  -1.70362  -0.08
C  -4.13867  4.13525  -1.70458  -0.07
C  -5.16912  3.60402  -2.46722  -0.08
C  -4.95023  2.47851  -3.24886  -0.07
C  -3.70078  1.87958  -3.26657  -0.08
H  -0.90329  1.20780  -5.25760  0.12
H  0.07635  2.61425  -7.05610  0.10
H  1.10771  4.78597  -6.49273  0.10
H  1.15706  5.56430  -4.14694  0.10
H  0.16969  4.14484  -2.35422  0.11
H  -2.08503  3.89976  -1.08421  0.10
H  -4.31201  5.01108  -1.09246  0.10
H  -6.15274  4.05484  -2.43750  0.10
H  -5.76044  2.04876  -3.82297  0.11
H  -3.52337  0.98713  -3.85494  0.11
C  -2.50542  -3.88661  3.18026  -0.03
C  -2.80794  -2.39484  3.01996  -0.48
C  -4.31726  -2.20021  2.93167  -0.02
O  -2.20843  -1.97801  1.77566  0.00
B  -1.10671  -1.15924  1.99197  -0.68
O  -0.95228  -0.96980  3.36885  0.00
C  -2.09259  -1.49273  4.08045  -0.49
C  -1.60471  -2.23058  5.32103  -0.02
C  -2.93345  -0.28579  4.50361  -0.01
H  -2.91816  -4.40760  2.31606  0.09
H  -2.95695  -4.29258  4.08780  0.08
H  -1.42874  -4.05968  3.19765  0.08
H  -4.73142  -2.93800  2.24337  0.09
H  -4.56977  -1.21506  2.54318  0.06
H  -4.78027  -2.33852  3.91191  0.08
H  -0.85986  -2.98370  5.06880  0.08
H  -2.43843  -2.71064  5.83921  0.09
H  -1.14235  -1.51226  6.00054  0.08
H  -3.24332  0.27846  3.62227  0.09
H  -2.31698  0.36525  5.12705  0.08
H  -3.81279  -0.58875  5.07445  0.08

Molecular formula: C40H45NO6S
Method: DFT, the ωB97M-V functional and the def2-TZVPD basis

**SMILES**: O=C=N[C@H]1CCOS(=O)(=O)[C@@]1(CCCCO)COc1ccccc1.c1ccccc1.c1ccccc1.c1ccccc1.c1ccccc1
**HOMO-LUMO gap**: 8.9 eV

Last column: Löwdin charge in e.
Positions of all 93 atoms, in Å:
O  -2.26936  1.46245  4.29458  0.19
C  -1.78892  0.68421  3.57572  -0.30
N  -1.40679  -0.07406  2.70058  0.16
C  -0.77970  0.58863  1.52750  -0.26
C  0.69036  0.12821  1.46860  -0.14
C  1.48579  0.84702  0.39151  -0.16
O  0.93775  0.71848  -0.95510  -0.19
S  -0.35586  -0.18989  -1.04978  0.67
O  -0.95654  0.10690  -2.32254  -0.26
O  -0.08529  -1.59685  -0.93275  -0.26
C  -1.57039  0.36979  0.20539  -0.33
C  -2.14668  1.67900  -0.37044  -0.15
C  -2.89702  2.60257  0.60326  -0.15
C  -2.61920  4.09150  0.23728  -0.16
C  -2.79849  4.39744  -1.25217  -0.25
O  -3.93970  3.72731  -1.79662  -0.08
C  -2.55894  -0.82562  0.27067  -0.15
O  -3.65831  -0.61185  1.11989  -0.02
C  -4.79116  -0.03899  0.60701  -0.28
C  -5.10275  0.16045  -0.72616  -0.03
C  -6.29152  0.78375  -1.10637  -0.07
C  -7.20238  1.20010  -0.15239  -0.09
C  -6.89628  0.98975  1.18764  -0.10
C  -5.72031  0.37680  1.56406  -0.01
H  -0.72183  1.66350  1.73256  0.14
H  0.77324  -0.95760  1.41282  0.12
H  1.13006  0.42200  2.42615  0.13
H  2.49774  0.44099  0.36208  0.12
H  1.54947  1.91557  0.60385  0.13
H  -1.27784  2.24880  -0.72702  0.11
H  -2.73890  1.49473  -1.26083  0.10
H  -3.97886  2.48454  0.54830  0.09
H  -2.60791  2.48243  1.64829  0.10
H  -1.64194  4.40347  0.61146  0.12
H  -3.39328  4.65965  0.76545  0.10
H  -2.90505  5.47089  -1.42807  0.12
H  -1.90767  4.04981  -1.78699  0.11
H  -3.65525  3.28160  -2.59729  0.09
H  -2.80893  -1.17665  -0.73143  0.13
H  -1.99187  -1.64151  0.72320  0.13
H  -4.41075  -0.13297  -1.50729  0.11
H  -6.45371  0.93462  -2.16601  0.11
H  -8.10709  1.70472  -0.46558  0.11
H  -7.56576  1.31246  1.97663  0.11
H  -5.48623  0.23600  2.61343  0.12
C  6.40414  0.38413  2.81375  -0.10
C  5.12143  -0.02711  2.47902  -0.10
C  4.91388  -1.29069  1.94165  -0.10
C  5.99061  -2.14167  1.73553  -0.09
C  7.27418  -1.72734  2.06262  -0.09
C  7.48098  -0.46547  2.60288  -0.09
H  6.56472  1.36682  3.23835  0.10
H  4.28184  0.63898  2.63843  0.09
H  3.91251  -1.61362  1.68316  0.09
H  5.82870  -3.12770  1.31888  0.10
H  8.11523  -2.38920  1.89752  0.09
H  8.48209  -0.14406  2.85967  0.10
C  9.07677  -5.43207  1.09192  -0.10
C  9.82904  -4.51050  0.37663  -0.10
C  11.17966  -4.73923  0.15298  -0.10
C  11.77908  -5.88890  0.64836  -0.10
C  11.02874  -6.80675  1.37069  -0.10
C  9.67748  -6.57936  1.59152  -0.10
H  8.02157  -5.25632  1.26091  0.09
H  9.36188  -3.61239  -0.00846  0.10
H  11.76507  -4.02156  -0.40737  0.10
H  12.83177  -6.06927  0.47229  0.10
H  11.49755  -7.70076  1.76148  0.10
H  9.09212  -7.29620  2.15295  0.10
C  -8.30742  6.44593  1.23010  -0.10
C  -7.92376  5.33329  1.96686  -0.09
C  -6.92636  4.49428  1.48797  -0.09
C  -6.31655  4.76310  0.27074  -0.09
C  -6.70622  5.87032  -0.46961  -0.08
C  -7.70010  6.71318  0.01048  -0.10
H  -9.08061  7.10413  1.60576  0.10
H  -8.40215  5.12076  2.91484  0.10
H  -6.62348  3.62810  2.06168  0.09
H  -5.54123  4.10982  -0.10518  0.07
H  -6.23377  6.07489  -1.42242  0.10
H  -8.00270  7.57798  -0.56645  0.10
C  0.66818  -4.48266  -6.09619  -0.11
C  -0.17651  -3.38763  -5.97301  -0.10
C  -0.27452  -2.71813  -4.76032  -0.09
C  0.46890  -3.14448  -3.66797  -0.08
C  1.30747  -4.24489  -3.79046  -0.09
C  1.40862  -4.91314  -5.00361  -0.10
H  0.74909  -5.00104  -7.04342  0.10
H  -0.75857  -3.05541  -6.82368  0.10
H  -0.92995  -1.86161  -4.66265  0.10
H  0.39123  -2.61906  -2.72629  0.06
H  1.88397  -4.58208  -2.93788  0.10
H  2.06433  -5.76980  -5.09814  0.10

Question: The lowest HOMO-LUMO gap belongs to which entry?
Answer: C40H45BBr2CaN11O3P2S